Entry 1:
A structure of composition C4H20BNaO4 in a non-equilibrium geometry. Source: the OMol25 dataset; level of theory: wB97M-V/def2-TZVPD.

Output
ΔE to the lowest compared entry with this formula, charge and spin ... 0.00 kJ/mol
HOMO-LUMO gap ... 8.0 eV
Molar mass ... 166.00 g/mol
HOMO ... -0.29983 hartree
F_max ... 1.03 eV Å⁻¹

Geometry as ORCA input:
```
! RIJCOSX wB97M-V def2-TZVPD def2/J DEFGRID3
* xyz 0 1
Na 0.05278 0.24597 0.61932
B 1.38406 2.83363 0.69527
H 1.30362 2.61959 -0.51140
H 0.49684 2.24908 1.28588
H 2.47996 2.39999 1.02282
H 1.35176 4.03145 0.86876
C -0.34590 -0.09588 -2.46017
O 0.83675 -0.68742 -1.88812
H -0.19805 0.97948 -2.49534
H -0.59039 -0.55948 -3.41377
H -1.21134 -0.30820 -1.81866
H 1.07566 -1.41011 -2.47384
C -3.33533 1.54538 -0.67507
O -2.13862 1.48383 0.09262
H -3.46532 2.54641 -1.09879
H -3.21916 0.85327 -1.50236
H -4.22896 1.33362 -0.08578
H -2.19652 2.10496 0.82475
C 3.55544 -1.30715 0.34136
O 2.20689 -1.32113 0.81746
H 3.54597 -1.54625 -0.71711
H 4.00788 -0.32310 0.47706
H 4.16109 -2.04525 0.87345
H 2.28423 -1.16175 1.76359
C -1.01068 -2.50247 1.77955
O -1.69623 -2.03923 0.62459
H -1.56568 -3.27645 2.31969
H -0.10158 -3.00608 1.45677
H -0.80373 -1.67865 2.46816
H -2.63544 -1.95807 0.80929
*
```

---

Entry 2:
A structure of composition C46H47BrN2O2SbW. Source: the OMol25 dataset; level of theory: wB97M-V/def2-TZVPD.

Output
ΔE to the lowest compared entry with this formula, charge and spin ... 0.00 kJ/mol
HOMO-LUMO gap (alpha / beta) ... 6.0 / 6.0 eV
Molar mass ... 1045.40 g/mol
HOMO (alpha / beta) ... -0.57473 / -0.57473 hartree
F_max ... 0.75 eV Å⁻¹

Geometry as ORCA input:
```
! RIJCOSX wB97M-V def2-TZVPD def2/J DEFGRID3
* xyz 3 1
W -0.18498 0.10523 -0.24895
C -2.74997 2.06704 1.68407
C -2.42380 0.99688 0.68825
C -2.45576 1.29746 -0.71333
C -2.91123 2.67301 -1.13742
C -2.24336 0.28929 -1.68467
C -2.30793 0.59767 -3.15492
C -2.10305 -1.06503 -1.26122
C -2.13551 -2.19793 -2.25549
C -2.03946 -1.35000 0.12617
C -1.89179 -2.77099 0.58984
C -2.18958 -0.32074 1.11916
C -2.22346 -0.70764 2.57084
H -3.78172 1.92456 2.01736
H -2.67926 3.06566 1.26705
H -2.11092 2.02099 2.56120
H -2.21871 3.47380 -0.87971
H -3.84986 2.89247 -0.62516
H -3.10530 2.72553 -2.20311
H -3.34178 0.50009 -3.49920
H -1.70270 -0.10001 -3.73167
H -1.97498 1.60582 -3.38499
H -1.15060 -2.63925 -2.41690
H -2.51184 -1.87770 -3.22056
H -2.79659 -2.98091 -1.88736
H -2.88037 -3.14941 0.86763
H -1.25074 -2.85906 1.46345
H -1.49930 -3.42128 -0.18713
H -1.36278 -1.31471 2.84717
H -3.11579 -1.31041 2.75639
H -2.25953 0.14838 3.23417
O 1.45663 -4.33671 -0.75415
C 1.68597 -4.35099 0.59826
C 1.76979 -5.58026 1.23730
C 2.01269 -5.61742 2.59931
C 2.15284 -4.43785 3.32938
C 2.07433 -3.21465 2.68432
C 1.86565 -3.16151 1.30596
C 1.89586 -1.89433 0.53448
O 0.57300 -1.51690 0.04377
N 2.28807 -0.74145 1.31276
N 1.82573 0.43010 0.72885
C 2.52203 1.49526 0.90880
C 2.04857 2.79299 0.53958
Br 0.13501 2.76081 0.27518
C 2.65013 4.00142 0.52596
C 4.03766 4.33309 0.77398
C 5.09886 3.41693 0.70670
C 6.38189 3.82113 1.02142
C 6.62684 5.13722 1.39953
C 5.59341 6.06101 1.44078
C 4.30802 5.66453 1.11851
H 0.83486 -3.62934 -0.97434
H 1.63794 -6.48362 0.66058
H 2.08155 -6.57346 3.09918
H 2.33176 -4.47572 4.39366
H 2.19329 -2.30010 3.24791
H 2.49342 -2.01802 -0.38105
H 3.29193 -0.71103 1.47887
H 3.48485 1.43692 1.40868
H 2.00810 4.85936 0.35308
H 4.94434 2.41089 0.34568
H 7.20017 3.11781 0.96003
H 7.63293 5.44575 1.64500
H 5.79029 7.08560 1.71865
H 3.49952 6.38265 1.15264
C 0.52797 -3.30385 -5.43158
C 0.14059 -2.05728 -5.89699
C 0.34430 -0.92356 -5.12005
C 0.94091 -1.04955 -3.87100
C 1.32336 -2.30398 -3.40084
C 1.12437 -3.43006 -4.18453
Sb 1.22681 0.64018 -2.64648
C 3.31347 0.80282 -2.38207
C 3.88410 2.06678 -2.49646
C 5.26541 2.20186 -2.43883
C 6.06717 1.08614 -2.25264
C 5.49618 -0.17276 -2.13238
C 4.11800 -0.32149 -2.20478
C 0.84606 2.29498 -3.87436
C -0.02798 3.31111 -3.50416
C -0.20262 4.40453 -4.34118
C 0.49774 4.47815 -5.53633
C 1.37873 3.46961 -5.89601
C 1.56241 2.37299 -5.06590
H 0.37350 -4.17938 -6.04597
H -0.31303 -1.96018 -6.87299
H 0.04697 0.04520 -5.50180
H 1.79615 -2.42128 -2.43163
H 1.43921 -4.39908 -3.82178
H 3.26853 2.94403 -2.66407
H 5.71270 3.17985 -2.55007
H 7.14251 1.19316 -2.22496
H 6.12473 -1.04588 -2.01905
H 3.69981 -1.31964 -2.18529
H -0.57419 3.26350 -2.56734
H -0.88106 5.19826 -4.06095
H 0.36016 5.32885 -6.18888
H 1.92847 3.53465 -6.82409
H 2.26322 1.59774 -5.35015
*
```

---

Entry 3:
An isolated molecule of C3H3NO in a non-equilibrium geometry. Source: the OMol25 dataset; level of theory: wB97M-V/def2-TZVPD.

Output
ΔE to the lowest compared entry with this formula, charge and spin ... 70.50 kJ/mol
HOMO-LUMO gap ... 10.7 eV
Molar mass ... 69.06 g/mol
HOMO ... -0.40720 hartree
SMILES ... CC(=O)C#N
F_max ... 4.12 eV Å⁻¹

Geometry as ORCA input:
```
! RIJCOSX wB97M-V def2-TZVPD def2/J DEFGRID3
* xyz 0 1
C 0.90484 -0.39047 -0.02269
C -0.27486 0.52180 -0.31283
O 0.02519 1.58981 -0.77041
C -1.60267 0.11713 0.19265
N -2.50652 -0.28639 0.71496
H 1.37699 -0.48695 -0.97796
H 1.54454 0.18801 0.76179
H 0.53250 -1.25295 0.41448
*
```

---

Entry 4:
A cluster of 11 separate species, C27H76N4O11 in total in a non-equilibrium geometry. Source: the OMol25 dataset; level of theory: wB97M-V/def2-TZVPD.

Output
ΔE to the lowest compared entry with this formula, charge and spin ... 133.44 kJ/mol
HOMO-LUMO gap ... 9.6 eV
Molar mass ... 632.92 g/mol
HOMO ... -0.34733 hartree
SMILES ... NC(N)=O.NC(N)=O.CC(C)O.CC(C)O.CC(C)O.CC(C)O.CC(C)O.CC(C)O.CC(C)O.CCO.CCO
F_max ... 7.85 eV Å⁻¹

Geometry as ORCA input:
```
! RIJCOSX wB97M-V def2-TZVPD def2/J DEFGRID3
* xyz 0 1
N -2.83170 5.67623 1.45302
C -3.00900 4.63680 0.72554
N -3.60170 3.64158 1.17376
O -2.47952 4.62034 -0.39425
H -3.10600 5.80561 2.41641
H -2.25888 6.33241 0.94176
H -4.15270 3.67014 2.01975
H -3.58460 2.81570 0.59262
N -1.49927 -4.58576 1.00423
C -0.34396 -3.92309 0.87837
N 0.66749 -4.74077 1.23082
O -0.27662 -2.82403 0.40127
H -2.35812 -4.20131 0.63727
H -1.49549 -5.45157 1.52429
H 1.53850 -4.23291 1.29019
H 0.56750 -5.68713 1.56923
C 0.41465 3.20418 3.57542
C 1.60291 3.58625 4.54716
C 1.15719 4.44500 5.71161
O 1.85585 2.46546 5.32375
H 0.11386 4.14374 3.11187
H -0.48848 2.83702 4.06291
H 0.69904 2.43790 2.85429
H 2.59486 3.87775 4.20198
H 0.64612 5.39524 5.55686
H 1.84194 4.81248 6.47594
H 0.39593 3.96838 6.32921
H 1.03386 2.02610 5.55371
C 2.68033 -1.63339 -2.93964
C 2.65650 -2.30477 -1.56713
C 3.82626 -3.30932 -1.32041
O 2.74773 -1.20224 -0.58521
H 2.88283 -2.38750 -3.70017
H 3.41592 -0.83559 -3.04238
H 1.66253 -1.30128 -3.14429
H 1.66617 -2.74592 -1.45431
H 4.67275 -2.73897 -1.70286
H 3.67265 -4.18343 -1.95320
H 3.96854 -3.68451 -0.30697
H 1.83402 -0.90988 -0.62061
C -0.06238 3.93581 -2.91042
C 0.20188 5.38955 -3.22771
C 1.41824 5.93454 -2.54074
O 0.45267 5.37399 -4.60047
H 0.83115 3.34874 -3.12268
H -0.88880 3.44349 -3.42301
H -0.31072 3.85709 -1.85201
H -0.72008 5.95443 -3.08983
H 2.29029 5.28060 -2.54103
H 1.21396 6.22267 -1.50955
H 1.69943 6.88017 -3.00423
H 0.43189 6.26530 -4.95645
C -3.55052 -1.43700 2.67231
C -3.70374 -2.74033 3.38821
C -2.46281 -2.95713 4.19066
O -4.82424 -2.70947 4.19301
H -4.35124 -1.05703 2.03781
H -2.73155 -1.29935 1.96631
H -3.45029 -0.70517 3.47386
H -4.01287 -3.57631 2.76077
H -2.22903 -2.31794 5.04205
H -1.59735 -2.77880 3.55249
H -2.53118 -4.03106 4.36414
H -4.64755 -3.27026 4.95189
C -2.63734 1.32552 -5.39194
C -2.17832 -0.18098 -5.09113
C -3.02782 -0.99601 -4.08548
O -2.08700 -0.80613 -6.34737
H -3.70224 1.24633 -5.61056
H -2.05875 1.88996 -6.12320
H -2.63499 1.81068 -4.41587
H -1.13803 -0.09011 -4.77866
H -4.07541 -0.88018 -4.36339
H -2.88611 -0.69261 -3.04819
H -2.92683 -2.07556 -4.19715
H -1.15962 -0.89158 -6.58038
C -0.44620 -3.66546 -2.89122
C -1.02881 -5.07355 -3.09820
C -2.30557 -4.95847 -4.00769
O -0.20899 -5.75799 -4.01057
H 0.52110 -3.81442 -2.41140
H -1.13707 -3.21417 -2.17908
H -0.09883 -3.08274 -3.74437
H -1.15792 -5.55481 -2.12876
H -2.80900 -5.89852 -4.23342
H -2.04140 -4.50862 -4.96474
H -2.94023 -4.28802 -3.42820
H -0.18944 -5.30577 -4.85716
C 1.46025 -1.42886 3.19146
C 2.99979 -1.53118 2.97745
C 3.70526 -1.95813 4.31541
O 3.26392 -2.39066 1.91499
H 1.04437 -0.80743 2.39838
H 1.30491 -0.54387 3.80852
H 1.07034 -2.36890 3.58186
H 3.36518 -0.57575 2.60098
H 4.75200 -2.04287 4.02341
H 3.26678 -2.89298 4.66454
H 3.52280 -1.10849 4.97336
H 3.19045 -1.81924 1.14708
C 2.91064 2.45620 0.63792
C 4.40391 2.33820 0.60665
O 4.80816 1.06236 0.12428
H 2.44329 1.65632 1.21228
H 2.38179 2.50428 -0.31399
H 2.69545 3.36645 1.19757
H 4.90027 2.51698 1.56046
H 4.83872 3.09427 -0.04709
H 4.02208 0.51382 0.17700
C -0.97655 1.25306 0.47806
C -1.02653 0.31894 -0.70165
O 0.20992 -0.36372 -0.70465
H -1.98887 1.55741 0.74392
H -0.33993 2.13678 0.43513
H -0.64549 0.71800 1.36813
H -1.15045 1.00982 -1.53557
H -1.75403 -0.47370 -0.52676
H -0.11867 -1.25535 -0.56824
*
```

---

Entry 5:
A cluster of 2 separate species, C4H11NO2 in total in a non-equilibrium geometry. Source: the OMol25 dataset; level of theory: wB97M-V/def2-TZVPD.

Output
ΔE to the lowest compared entry with this formula, charge and spin ... 406.02 kJ/mol
HOMO-LUMO gap ... 5.9 eV
Molar mass ... 105.14 g/mol
HOMO ... -0.24182 hartree
F_max ... 7.27 eV Å⁻¹

Geometry as ORCA input:
```
! RIJCOSX wB97M-V def2-TZVPD def2/J DEFGRID3
* xyz 0 1
C 2.12388 1.11104 2.54924
C 1.12173 1.68616 1.54019
O 0.08630 1.08866 1.15745
O 1.27180 2.78708 1.09932
H 2.45480 1.96933 3.12849
H 2.93755 0.86451 1.97924
H 1.77822 0.22313 3.10452
C -0.52733 -0.57584 -0.99516
C -1.46093 -1.59678 -0.46563
N -1.06488 -0.36553 -2.55965
H -0.54576 0.36628 -0.38716
H 0.49792 -0.63042 -0.96404
H -1.13391 -2.59980 -0.76873
H -2.52637 -1.47425 -0.52114
H -2.00891 -0.11130 -2.37871
H -0.64648 0.28559 -3.02695
H -1.05237 -1.21635 -3.10382
H -1.30526 -1.81151 0.61255
*
```

---

Entry 6:
A cluster of 2 separate species, C3H5ClS in total in a non-equilibrium geometry. Source: the OMol25 dataset; level of theory: wB97M-V/def2-TZVPD.

Output
ΔE to the lowest compared entry with this formula, charge and spin ... 140.04 kJ/mol
HOMO-LUMO gap (alpha / beta) ... 7.6 / 8.0 eV
Molar mass ... 108.59 g/mol
HOMO (alpha / beta) ... -0.24402 / -0.38153 hartree
<S²> ... 2.006
F_max ... 3.81 eV Å⁻¹

Geometry as ORCA input:
```
! RIJCOSX wB97M-V def2-TZVPD def2/J DEFGRID3
* xyz 0 3
C 0.95391 0.60524 -0.08139
C 1.56084 -0.78880 -0.14081
C 0.18500 -0.52816 0.32473
S -1.25344 -1.05055 0.76905
Cl -4.21227 0.82916 -0.42642
H 1.48102 1.22937 0.57578
H 0.54064 1.14509 -1.00538
H 1.82512 -1.37955 -1.00345
H 2.47017 -0.80811 0.33789
H -3.55100 0.74631 0.64999
*
```

---

What is the F_max in the fourth record? 7.85 eV Å⁻¹